1.
{"formula": "C17H17N3O4S2", "method": "the ωB97M-V functional and the def2-TZVPD basis", "multiplicity": 1, "e_homo_ev": -8.207, "smiles": "CCOc1ccc(N(C)S(=O)(=O)c2ccc(-c3ccc(=O)[nH]n3)s2)cc1", "e_tot_ev": -52234.0427, "charge": 0, "e_above_lowest_kcal_mol": 58.5, "elements": ["C", "C", "O", "C", "C", "C", "C", "N", "C", "S", "O", "O", "C", "C", "C", "C", "C", "C", "C", "C", "O", "N", "N", "S", "C", "C", "H", "H", "H", "H", "H", "H", "H", "H", "H", "H", "H", "H", "H", "H", "H", "H", "H"], "xyz": [[3.1811, -1.1183, 0.0755], [3.2654, -1.1547, 1.5993], [2.0006, -1.3328, 2.2055], [1.0858, -0.3248, 2.1489], [-0.2225, -0.6727, 2.4812], [-1.2465, 0.2486, 2.4054], [-0.9865, 1.5576, 2.0036], [-2.0010, 2.4994, 1.7721], [-3.3526, 2.2071, 2.1877], [-1.8472, 3.3456, 0.3209], [-3.1615, 3.6797, -0.1311], [-0.8944, 4.4010, 0.4617], [-1.1059, 2.1433, -0.7679], [0.1042, 2.2522, -1.3874], [0.4929, 1.0653, -2.0267], [-0.4214, 0.0523, -1.8733], [-0.3051, -1.3030, -2.3575], [-1.3308, -2.2774, -2.1262], [-1.1691, -3.5356, -2.5853], [0.0352, -3.9102, -3.3098], [0.3042, -4.9985, -3.7710], [0.9254, -2.8515, -3.4445], [0.7855, -1.6169, -3.0048], [-1.7975, 0.5853, -0.9541], [0.3326, 1.9267, 1.7557], [1.3557, 0.9993, 1.8151], [2.5788, -0.2770, -0.2602], [2.7219, -2.0332, -0.2908], [4.1787, -1.0308, -0.3452], [3.7609, -0.2550, 1.9839], [3.8412, -2.0264, 1.9215], [-0.4216, -1.6894, 2.7804], [-2.2484, -0.0655, 2.6470], [-3.9561, 3.0796, 1.9526], [-3.7742, 1.3411, 1.6664], [-3.3651, 2.0338, 3.2633], [0.6769, 3.1607, -1.3637], [1.4071, 0.9354, -2.5753], [-2.2161, -1.9786, -1.5846], [-1.9091, -4.3067, -2.4393], [1.7925, -3.0332, -3.9427], [0.5464, 2.9502, 1.4957], [2.3594, 1.3278, 1.5980]], "lowdin_charge": [-0.060, -0.242, -0.051, -0.270, 0.004, -0.039, -0.318, -0.215, -0.086, 0.640, -0.281, -0.270, -0.587, -0.127, -0.097, -0.432, -0.295, -0.005, 0.045, -0.468, 0.056, 0.083, 0.126, 1.130, -0.031, -0.001, 0.053, 0.077, 0.079, 0.115, 0.124, 0.120, 0.106, 0.084, 0.090, 0.103, 0.123, 0.114, 0.093, 0.121, 0.166, 0.108, 0.114]}

=====

2.
{"formula": "C3H4S2", "method": "the ωB97M-V functional and the def2-TZVPD basis", "multiplicity": 1, "e_homo_ev": -8.730, "e_tot_ev": -24844.9756, "charge": 0, "e_above_lowest_kcal_mol": 15.4, "elements": ["C", "C", "C", "H", "H", "H", "H", "S", "S"], "xyz": [[-0.4656, 0.5858, -1.0911], [0.4281, -0.3543, -0.2547], [-0.1113, -0.0025, 1.1425], [1.5702, -0.0376, -0.3749], [0.4254, -1.4675, -0.5734], [0.6615, 0.3790, 1.7192], [-0.4668, -0.9170, 1.6832], [-0.7011, 0.6771, -2.6378], [-1.3404, 1.1370, 0.3869]], "lowdin_charge": [-1.180, -0.341, -0.454, 0.146, 0.134, 0.039, 0.092, 0.692, 0.872]}

=====

3.
{"formula": "C45H64BrN7O3P3", "method": "the ωB97M-V functional and the def2-TZVPD basis", "multiplicity": 1, "e_homo_ev": -10.490, "e_tot_ev": -162178.2954, "charge": 1, "elements": ["C", "C", "C", "C", "C", "N", "C", "P", "O", "P", "O", "Br", "C", "C", "C", "C", "C", "P", "C", "C", "O", "C", "C", "H", "H", "H", "H", "H", "H", "H", "H", "H", "H", "H", "H", "H", "H", "H", "H", "H", "H", "H", "H", "H", "H", "H", "H", "H", "H", "H", "H", "H", "H", "H", "H", "H", "H", "N", "C", "C", "C", "C", "C", "H", "H", "H", "H", "H", "N", "C", "C", "C", "C", "C", "H", "H", "H", "H", "H", "N", "C", "C", "C", "C", "C", "H", "H", "H", "H", "H", "N", "C", "C", "C", "C", "C", "H", "H", "H", "H", "H", "N", "C", "C", "C", "C", "C", "H", "H", "H", "H", "H", "N", "C", "C", "C", "C", "C", "H", "H", "H", "H", "H"], "xyz": [[8.9104, 4.1964, 3.3133], [8.0961, 3.9397, 2.0434], [7.7161, 2.4705, 1.9043], [8.9942, 1.6545, 1.5977], [6.7366, 2.1389, 0.7619], [5.7335, 3.2044, 0.4015], [4.2953, 3.1416, 0.8998], [3.4548, 4.0854, -0.4714], [3.7391, 3.4570, -1.7808], [3.8352, 4.2327, 2.4546], [4.7616, 5.5622, 1.9650], [5.1012, 3.5836, 4.1703], [3.7736, 1.6966, 1.1218], [3.0457, 1.0703, -0.0768], [2.4326, -0.3504, 0.0223], [3.1594, -1.4549, 0.7997], [0.9677, -0.3158, 0.4929], [2.6693, 1.9884, 2.6367], [2.6676, 0.5323, 3.7102], [0.9824, 2.4663, 2.1597], [4.8107, 0.9116, 1.6806], [6.0214, 0.7910, 0.9565], [5.9324, 0.0166, -0.3716], [9.1040, 5.2583, 3.4482], [8.3999, 3.8028, 4.1907], [9.8824, 3.7076, 3.2579], [8.7092, 4.2493, 1.1936], [7.2220, 4.5844, 2.1112], [7.3301, 2.0759, 2.8440], [8.7381, 0.6818, 1.1766], [9.5773, 2.1776, 0.8386], [9.5887, 1.5041, 2.4923], [7.3507, 2.0094, -0.1289], [6.0808, 4.1416, 0.6174], [5.6667, 3.1870, -0.6280], [2.1120, 4.2399, -0.1039], [4.0276, 5.3590, -0.3777], [5.7055, 5.5228, 2.1482], [3.6989, 1.1141, -0.9493], [2.2183, 1.7311, -0.3455], [2.3780, -0.7020, -1.0113], [2.4596, -2.2821, 0.9298], [3.4864, -1.1625, 1.7923], [4.0144, -1.8824, 0.2776], [0.4317, 0.4949, 0.0029], [0.4922, -1.2495, 0.2057], [0.8871, -0.2154, 1.5720], [3.6017, -0.0085, 3.5928], [1.8328, -0.1529, 3.5946], [2.6547, 0.8924, 4.7391], [0.6951, 3.3048, 2.7952], [0.2718, 1.6583, 2.3238], [0.8782, 2.7851, 1.1261], [6.6776, 0.2289, 1.6168], [4.9646, -0.4309, -0.5453], [6.6607, -0.7938, -0.3680], [6.1629, 0.6321, -1.2426], [-2.2313, -0.5584, 0.4404], [-3.2577, -0.4879, 1.2898], [-4.5836, -0.4417, 0.8851], [-4.8583, -0.4622, -0.4727], [-3.8043, -0.5358, -1.3677], [-2.5159, -0.5838, -0.8613], [-3.0078, -0.4624, 2.3431], [-5.3739, -0.3898, 1.6218], [-5.8791, -0.4280, -0.8325], [-3.9828, -0.5526, -2.4352], [-1.6636, -0.6477, -1.5312], [2.7473, -2.0673, 5.4929], [2.5286, -3.2861, 5.0014], [2.6847, -4.4507, 5.7364], [3.0932, -4.3467, 7.0560], [3.3261, -3.0868, 7.5832], [3.1382, -1.9850, 6.7638], [2.2108, -3.3270, 3.9645], [2.4897, -5.4131, 5.2842], [3.2269, -5.2321, 7.6635], [3.6455, -2.9584, 8.6080], [3.3073, -0.9823, 7.1423], [-6.0677, -4.3927, -2.2414], [-7.0689, -5.2299, -2.5026], [-8.2098, -5.3314, -1.7202], [-8.3178, -4.5200, -0.6028], [-7.2838, -3.6432, -0.3161], [-6.1871, -3.6188, -1.1635], [-6.9479, -5.8494, -3.3844], [-8.9924, -6.0296, -1.9831], [-9.1923, -4.5700, 0.0330], [-7.3240, -2.9907, 0.5460], [-5.3573, -2.9490, -0.9785], [-4.6838, -0.6873, -5.2464], [-4.5586, -1.9753, -4.9351], [-4.4675, -2.9918, -5.8732], [-4.5112, -2.6507, -7.2152], [-4.6418, -1.3141, -7.5603], [-4.7219, -0.3767, -6.5415], [-4.5371, -2.2055, -3.8751], [-4.3672, -4.0201, -5.5544], [-4.4454, -3.4122, -7.9817], [-4.6772, -1.0053, -8.5978], [-4.8221, 0.6791, -6.7703], [-6.0428, -0.4083, -10.7623], [-7.0750, -0.2999, -9.9300], [-8.3939, -0.2001, -10.3451], [-8.6553, -0.2115, -11.7055], [-7.5916, -0.3232, -12.5867], [-6.3099, -0.4200, -12.0665], [-6.8260, -0.2888, -8.8749], [-9.1915, -0.1167, -9.6201], [-9.6703, -0.1353, -12.0732], [-7.7493, -0.3359, -13.6562], [-5.4521, -0.5111, -12.7234], [-3.9731, 0.5775, 4.4818], [-3.8455, -0.3444, 5.4345], [-4.2234, -0.1440, 6.7532], [-4.7626, 1.0830, 7.1042], [-4.9015, 2.0533, 6.1251], [-4.4943, 1.7510, 4.8348], [-3.4192, -1.2916, 5.1207], [-4.0989, -0.9312, 7.4837], [-5.0707, 1.2791, 8.1229], [-5.3184, 3.0243, 6.3536], [-4.5906, 2.4821, 4.0393]], "lowdin_charge": [-0.080, -0.240, -0.339, -0.034, -0.176, 0.109, -0.572, 0.747, -0.392, 0.483, -0.443, 0.398, -0.546, -0.150, -0.360, -0.061, -0.092, 0.880, -0.248, -0.241, -0.111, -0.280, 0.005, 0.083, 0.069, 0.077, 0.127, 0.050, 0.113, 0.081, 0.096, 0.089, 0.151, 0.129, 0.151, 0.033, 0.033, -0.008, 0.097, 0.088, 0.139, 0.084, 0.056, 0.070, 0.070, 0.077, 0.048, 0.035, 0.040, 0.044, 0.048, 0.042, 0.028, 0.150, 0.047, 0.098, 0.093, 0.052, -0.149, -0.067, -0.096, -0.070, -0.152, 0.075, 0.100, 0.111, 0.083, 0.101, 0.048, -0.150, -0.066, -0.071, -0.067, -0.151, 0.101, 0.105, 0.109, 0.104, 0.103, 0.056, -0.154, -0.071, -0.078, -0.070, -0.154, 0.103, 0.102, 0.106, 0.099, 0.080, 0.049, -0.164, -0.068, -0.071, -0.083, -0.158, 0.079, 0.101, 0.107, 0.078, 0.104, 0.051, -0.156, -0.067, -0.078, -0.072, -0.152, 0.086, 0.102, 0.106, 0.102, 0.103, 0.048, -0.155, -0.070, -0.076, -0.070, -0.152, 0.103, 0.103, 0.108, 0.103, 0.104]}

=====

4.
{"formula": "CH2BrFO", "method": "the ωB97M-V functional and the def2-TZVPD basis", "multiplicity": 1, "e_homo_ev": [-9.909, -9.012], "e_tot_ev": -75871.4789, "charge": 0, "e_above_lowest_kcal_mol": 122.6, "elements": ["C", "O", "F", "Br", "H", "H"], "xyz": [[1.0302, 0.1877, 0.1430], [-1.1035, -1.1311, -0.2479], [0.3969, 1.3663, -0.1112], [-2.2916, 0.0862, -0.0995], [0.8497, -0.1190, 1.1031], [1.1184, -0.3901, -0.7875]], "lowdin_charge": [0.029, -0.799, -0.108, 0.759, 0.038, 0.081]}